This record from OMol25 describes a cluster of 9 separate species, C4H25NO9 in total. The level of theory is ωB97M-V/def2-TZVPD.

Calculated values
SMILES: CC(C)C(N)=O.O.O.O.O.O.O.O.O
Energy relative to the best compared isomer or geometry (same formula, charge and spin), eV: 1.2872
HOMO energy, eV: -9.56
Orbital gap, eV: 9.7

The geometry in XYZ format:
```
39
Properties=species:S:1:pos:R:3:mulliken_charge:R:1
O -0.4275 2.6318 -0.1817 -0.5340
O -0.2129 1.5745 3.2564 -0.6759
O -3.2814 0.3180 -1.1288 -0.6987
O -2.1756 -1.1407 1.0195 -0.5274
O 0.9598 -2.8662 0.4948 -0.8291
O -1.5865 1.5299 -2.6412 -0.7699
O -1.5420 -3.5009 1.1797 -0.7300
O 0.7298 -0.0820 -3.4100 -0.6817
O -2.0925 3.2919 2.3416 -0.6726
N 0.6836 -1.6328 -1.3088 -0.1202
C 2.0215 0.6204 0.0238 -1.6736
C 3.4901 -1.3661 0.5013 -1.6196
C 1.1329 -1.7601 -0.0336 0.3037
C 2.1175 -0.7697 0.5888 1.4022
H 0.2469 3.3126 -0.1881 0.2596
H -2.8106 3.1200 1.7243 0.3219
H 3.9637 -1.7481 -0.4353 0.3009
H -0.1106 0.4244 -3.4635 0.3760
H 0.4861 1.1576 2.7428 0.3042
H 1.0269 1.0969 -0.1463 0.3961
H 2.7948 1.3050 0.3370 0.4358
H 1.9811 0.4571 -1.0944 0.3671
H -1.1907 2.7887 0.3852 0.2099
H -0.8366 1.8559 -2.1426 0.3515
H -1.8793 2.4391 2.7586 0.3752
H -2.4533 -0.2190 -1.0875 0.3527
H -1.9057 -0.2577 1.2991 0.2041
H 1.8525 -0.6658 1.6541 -0.0148
H -1.8498 -1.6958 1.7401 0.3508
H 3.6606 -2.2556 1.1209 0.4125
H 4.2761 -0.6541 0.8833 0.3533
H -1.9489 -3.2204 0.3566 0.2962
H 0.6871 -0.6980 -4.1584 0.3007
H -0.5954 -3.6695 1.1066 0.3834
H 0.1078 -2.3606 -1.6992 0.2364
H 0.9730 -0.9028 -1.9748 0.2152
H -3.9378 -0.2065 -1.6068 0.3124
H 0.0976 2.4670 3.4474 0.3324
H -2.4526 1.2817 -2.2610 0.3935
```

***

This record from OMol25 describes a cluster of 2 separate species, C2H7NO2S in total. The level of theory is ωB97M-V/def2-TZVPD.

Calculated values
SMILES: OC(O)=S.CN
Energy relative to the best compared isomer or geometry (same formula, charge and spin), eV: 1.5406
HOMO energy, eV: -8.61
Orbital gap, eV: 9.0

The geometry in XYZ format:
```
13
Properties=species:S:1:pos:R:3:mulliken_charge:R:1
S 0.9685 -0.7312 -1.4628 -0.3126
O 1.6761 -1.3125 1.0165 -0.4710
O 2.6525 0.4585 0.0870 -0.4595
N -2.1357 -0.0247 -0.6610 -0.5046
C -1.3314 0.8002 0.1905 -0.6488
C 1.7378 -0.5486 -0.0848 0.5246
H -0.3908 1.1149 -0.2995 0.2197
H -2.0058 1.6109 0.3819 0.3184
H 1.1709 -2.1268 0.9296 0.3634
H -2.6301 0.5284 -1.3833 0.1917
H 2.9443 0.5653 0.9966 0.3365
H -0.9305 0.5339 1.2037 0.2350
H -1.7257 -0.8684 -0.9144 0.2071
```

***

This record from OMol25 describes the molecule C11H24O4Si. The level of theory is ωB97M-V/def2-TZVPD.

Calculated values
SMILES: CCO[Si](C)(CCCOC[C@@H]1CO1)OCC
Energy relative to the best compared isomer or geometry (same formula, charge and spin), eV: 2.0429
HOMO energy, eV: -9.56
Orbital gap, eV: 10.5

The geometry in XYZ format:
```
40
Properties=species:S:1:pos:R:3:mulliken_charge:R:1
Si -0.8325 0.4221 -1.5795 0.3016
O -0.8482 -1.1813 3.4147 -0.4129
O 0.7108 1.0350 -1.3120 -0.3623
O 1.6481 -0.1518 2.8913 -0.2926
O -0.8508 -0.3175 -3.0342 -0.4175
C -0.9471 -0.5200 1.0805 -0.2336
C 0.1624 -1.6061 4.2859 -0.7137
C -0.4142 0.3744 -4.1552 -0.0867
C -2.1742 1.7374 -1.5445 -1.2150
C 1.3223 0.6869 3.9377 -0.3215
C -1.0736 -0.9859 -0.3377 -0.6597
C 1.4734 -0.8235 4.1255 0.0071
C 1.8243 0.2175 -1.3931 -0.1318
C -1.4255 1.3350 -4.7679 -1.1404
C 2.5663 0.1983 -0.0499 -1.1615
C -0.7368 -1.6747 2.0654 -0.6808
H -1.8414 0.0448 1.4069 0.2710
H -2.3052 1.9906 -0.4917 0.4007
H 0.5326 0.8980 -3.8907 0.1503
H -2.4614 0.9713 -4.7207 0.2714
H -3.1644 1.3493 -1.8978 0.2971
H -1.8938 2.6114 -2.0921 0.3704
H -0.0837 0.1567 1.1440 0.0716
H -1.1499 1.5521 -5.8030 0.4030
H 2.0317 -0.2937 0.7419 0.1705
H 2.4498 0.5983 -2.2117 0.3738
H 2.7609 1.1893 0.3525 0.2386
H -1.4650 -2.4801 1.8830 0.3881
H 0.2412 -2.1545 1.9463 0.3429
H 0.3659 1.1788 3.8135 0.1903
H -1.4630 2.3136 -4.2615 0.2373
H -0.1855 -1.4028 5.3163 0.3315
H -0.1178 -0.4197 -4.8321 0.3328
H -0.3856 -1.8200 -0.5651 0.3581
H 3.5035 -0.3080 -0.2147 0.4758
H 1.5067 -0.8048 -1.6671 0.3051
H -2.0780 -1.3634 -0.5260 0.5843
H 0.2597 -2.6962 4.1473 0.3626
H 2.1343 1.3777 4.2241 0.2409
H 2.4037 -1.2347 4.5717 0.3534
```

***

This record from OMol25 describes a cluster of 2 separate species, C5H12N3P in total. The level of theory is ωB97M-V/def2-TZVPD.

Calculated values
SMILES: CN(C)P=C=N.C=NC
Energy relative to the best compared isomer or geometry (same formula, charge and spin), eV: 0.0000
HOMO energy, eV: -7.60
Orbital gap, eV: 8.3

The geometry in XYZ format:
```
21
Properties=species:S:1:pos:R:3:mulliken_charge:R:1
P -1.3053 0.2244 0.7264 -0.1969
N 2.5091 0.8605 1.1326 -0.3467
N -3.1091 2.4083 0.3804 -0.4054
N -1.3242 -0.2799 -0.9436 0.0418
C 2.4674 1.0515 -0.3147 -0.4458
C -1.6138 -1.6538 -1.1883 -0.9891
C -2.5396 1.3774 0.6320 0.2869
C -1.8908 0.6793 -1.9377 -1.0295
C 2.8124 1.8112 1.8992 -0.2399
H 3.1588 0.4807 -0.9006 0.2938
H -4.1447 2.5994 0.1903 0.2918
H 3.1551 2.8238 1.6227 0.2593
H 1.4564 0.6726 -0.6626 -0.0431
H -0.7365 -2.2409 -0.8277 0.3302
H -1.5026 0.3962 -2.9357 0.3267
H -2.6423 -1.9519 -0.8817 0.2862
H -1.6182 1.6212 -1.5127 0.3944
H -2.9772 0.7714 -2.0205 0.3340
H 2.5412 1.6704 3.0225 0.2252
H -1.5789 -1.8164 -2.2555 0.3282
H 2.4780 2.0861 -0.6165 0.2979
```

***

This record from OMol25 describes the ion CH2Cl2 with charge +1. The level of theory is ωB97M-V/def2-TZVPD.

Calculated values
Net charge: +1
Multiplicity: 2
Energy relative to the best compared isomer or geometry (same formula, charge and spin), eV: 0.2551
HOMO energy (alpha / beta), eV: -18.35 / -17.14
⟨S²⟩: 0.753
Orbital gap (alpha / beta), eV: 12.9 / 5.3

The geometry in XYZ format:
```
5
Properties=species:S:1:pos:R:3:mulliken_charge:R:1
Cl -0.4332 0.7145 1.5581 0.2122
Cl 1.4062 -1.0452 -0.2461 0.2282
C -0.0768 0.0338 -0.1023 -0.1788
H 0.0583 0.8424 -0.8207 0.3721
H -0.9545 -0.5455 -0.3889 0.3664
```

***

This record from OMol25 describes a cluster of 3 separate species, C32H61F3N5O6Si in total. The level of theory is ωB97M-V/def2-TZVPD.

Calculated values
Net charge: +1
HOMO energy, eV: -10.29
Orbital gap, eV: 7.7

The geometry in XYZ format:
```
108
Properties=species:S:1:pos:R:3:mulliken_charge:R:1
Si 5.1948 2.0106 -0.9445 -0.2005
F 4.1723 -0.1594 2.4444 -0.3586
F 5.0296 1.0809 4.0116 -0.3256
F -1.0479 7.0572 2.5935 -0.3557
O -2.7381 -9.0571 -4.3167 -0.2792
O -5.2348 -7.9480 -2.1493 -0.3152
O -2.9873 -0.8138 0.1782 -0.3745
O -5.0368 -3.0294 0.7134 -0.2653
O -5.0624 -7.2450 -5.1424 -0.4488
O -2.6616 -1.9425 3.0114 -0.3041
N 3.5345 3.3122 2.6364 -0.5419
N 1.9381 5.0259 2.4180 0.3472
N 2.2482 1.5898 2.3502 -0.4332
N 1.4553 2.6803 2.2286 0.4958
N -1.5218 4.5237 -0.9847 -0.6826
C -3.5916 -0.3936 1.3905 -0.5199
C 2.2879 3.7465 2.4351 0.6262
C -6.4225 -2.9911 0.4390 -0.7402
C -5.4869 -7.0749 -1.0748 -0.7087
C -4.2403 -2.8479 -0.4447 -0.4087
C 0.5805 5.5004 2.2484 -0.8023
C -1.5430 3.7132 0.2387 -0.8703
C -0.2720 2.8559 0.4327 -0.0929
C -2.9168 -2.2110 -0.0902 -0.4750
C 5.2340 6.1521 -0.4719 -0.6890
C 3.4835 2.0105 2.5752 -0.5478
C 5.7777 3.7789 -0.7117 0.4038
C 6.5860 6.4829 -0.3963 -0.5706
C 5.7991 1.5135 1.8231 -1.2056
C 4.6553 1.0758 2.7151 1.6158
C 0.2838 6.8352 2.9145 0.5226
C 3.0276 6.0004 2.5530 -1.2920
C -2.7290 -0.5885 2.6168 0.4637
C 0.0368 2.4653 1.8985 -0.0987
C -2.3121 -10.1990 -5.0273 -0.7749
C 5.8614 1.3679 -2.5720 -1.2209
C -2.6765 -7.8665 -5.0817 -0.5832
C -5.7501 -8.3014 -4.4881 -0.3767
C -6.2750 -7.9541 -3.1138 -0.5601
C 3.3144 2.0136 -1.0302 -1.0267
C -1.4279 -2.3038 3.5864 -0.7615
C -3.7667 -6.8962 -4.6856 -0.2828
C 4.8369 4.8152 -0.6264 -0.1475
C 7.1337 4.1320 -0.6338 0.0267
C 0.4187 6.8044 4.4306 -1.3502
C 5.8066 0.8692 0.4260 -0.7866
C 7.5337 5.4622 -0.4757 -0.7745
H -2.2708 -2.2929 -0.9669 0.3967
H -1.2391 -10.1548 -5.2457 0.3287
H 2.9808 2.6883 -1.8161 0.5051
H 5.4895 0.3729 -2.8004 0.3704
H -4.5783 -0.8371 1.5271 0.1128
H -6.6893 -2.0643 -0.0813 0.3716
H 5.2356 -0.0540 0.3718 0.6321
H 3.7765 4.6213 -0.6962 0.3027
H -3.1548 -0.0086 3.4478 0.4986
H -0.7238 5.1497 -0.9616 0.2635
H 2.9184 1.0298 -1.2630 0.5012
H -6.7309 -3.8509 -0.1655 0.2284
H -6.9508 -3.0208 1.3896 0.2361
H 2.8818 2.3716 -0.0943 -0.0334
H 8.5814 5.7148 -0.4206 0.4042
H -0.4415 7.2697 4.8908 0.4092
H 6.8306 0.5941 0.1896 0.3790
H 6.9483 1.3277 -2.5645 0.3428
H 7.8819 3.3546 -0.7038 0.4126
H -1.7284 4.3581 1.0903 0.4971
H -5.6936 -6.0595 -1.4367 0.2137
H -2.8683 -10.3111 -5.9646 0.3448
H -2.5100 -11.0671 -4.4016 0.2300
H 0.4522 5.7662 4.7614 0.3019
H -4.0484 -3.8314 -0.8941 0.2452
H 0.5867 3.3413 -0.0234 0.0501
H 6.7263 1.3242 2.3537 0.4215
H -3.7353 0.6842 1.2688 0.4923
H 2.8645 6.8240 1.8696 0.4146
H -3.7572 -6.7123 -3.6091 0.1141
H -6.7651 -6.9742 -3.1556 0.3345
H -1.3740 3.9105 -1.7777 0.2734
H -5.1498 -9.2121 -4.4597 0.1722
H 3.9692 5.5441 2.2835 0.5421
H 5.7211 2.5928 1.7332 0.4855
H -0.1398 4.8259 2.6938 0.3105
H -1.7227 -0.2018 2.3983 -0.6208
H -0.6400 2.9246 2.6059 0.7946
H -1.4395 -3.3801 3.7418 0.2662
H 0.8400 7.6509 2.4634 0.4560
H -0.5941 -2.0601 2.9141 0.2731
H -1.2761 -1.8068 4.5518 0.3347
H 0.3159 5.5906 1.1940 -0.0273
H -6.3301 -7.4270 -0.4694 0.3838
H 6.8836 7.5105 -0.2713 0.4260
H 3.1008 6.3726 3.5673 0.2257
H 1.9647 0.6251 2.2656 0.3008
H 1.3444 7.2538 4.7672 0.3285
H -6.6167 -8.4997 -5.1224 0.3919
H 5.5885 2.0245 -3.3943 0.3475
H -2.3737 3.0281 0.1080 0.2987
H -0.4190 1.9387 -0.1307 0.6770
H -2.4318 -2.7483 0.7263 0.1959
H -3.5453 -5.9471 -5.1807 0.4003
H -2.7675 -8.0888 -6.1506 0.3579
H -4.7605 -2.2188 -1.1760 0.3943
H -4.5940 -7.0443 -0.4523 0.2953
H -0.1236 1.3970 1.9693 -0.7999
H -1.7017 -7.3899 -4.9067 0.3706
H 4.4925 6.9353 -0.4147 0.4776
H -7.0187 -8.7066 -2.8195 0.3967
```

***

This record from OMol25 describes the ion C3H9N2Si with charge +1. The level of theory is ωB97M-V/def2-TZVPD.

Calculated values
Net charge: +1
SMILES: [SiH3]N1C=[NH+]CC1
Energy relative to the best compared isomer or geometry (same formula, charge and spin), eV: 1.1985
HOMO energy, eV: -14.32
Orbital gap, eV: 10.8

The geometry in XYZ format:
```
15
Properties=species:S:1:pos:R:3:mulliken_charge:R:1
Si -0.9826 -1.6997 -1.1525 0.1270
N -0.0981 0.8877 1.5548 -0.0911
N -0.2879 -0.4239 -0.2535 -0.0194
C -0.4827 -0.2441 1.0353 -0.0960
C 0.7161 0.8767 -0.6202 -0.4584
C 0.5416 1.7579 0.6043 -0.3746
H 0.2530 1.3420 -1.5138 0.2834
H 0.1692 2.7410 0.3983 0.3456
H -0.8402 -2.9332 -0.3605 -0.0126
H -0.2961 -1.4589 -2.4192 -0.0392
H 1.5565 1.8791 0.9740 0.2740
H 1.5703 0.3450 -0.8916 0.3788
H -1.0574 -0.9461 1.6046 0.4468
H -2.3091 -1.3299 -0.8780 -0.0074
H -0.2038 1.0966 2.5537 0.2434
```

***

This record from OMol25 describes a cluster of 2 separate species, C3H9N2O2S in total. The level of theory is ωB97M-V/def2-TZVPD.

Calculated values
Net charge: -1
Energy relative to the best compared isomer or geometry (same formula, charge and spin), eV: 2.1071
HOMO energy, eV: -2.68
Orbital gap, eV: 6.0

The geometry in XYZ format:
```
17
Properties=species:S:1:pos:R:3:mulliken_charge:R:1
S 2.4709 2.3389 1.1642 -0.6382
O -0.3582 -1.8594 2.3325 -0.7017
O -0.9985 -1.7698 -1.8720 -0.6765
N -2.1516 -0.4534 -0.3991 -0.4369
N 0.0587 0.0953 -1.0829 -0.1618
C 0.3893 1.2228 -0.0730 -0.5868
C -1.0816 -0.7307 -1.2298 0.4531
C 1.8658 1.0194 0.1851 -0.6229
H 2.4937 0.8751 -0.6868 0.2674
H 0.2754 2.1866 -0.7334 0.1824
H 0.2103 -1.1285 2.0523 0.3329
H -2.9502 -0.9587 -0.7924 0.2744
H -2.4963 0.5193 -0.2080 0.2390
H -0.4050 1.2291 0.5541 0.4647
H 1.8941 0.1439 0.8662 0.0590
H 0.9178 -0.3128 -1.5775 0.2164
H -0.1347 -2.4171 1.5005 0.3355
```

***

The records above give, respectively, E values of -24470.99350, -18606.85221, -27864.36625, -19134.92479, -26102.62686, -69930.32199, -14107.35829, -21168.10070 eV.
The records above give, respectively, largest force on an atom values of 3.9, 2.2, 2.6, 2.5, 2.9, 1.2, 5.6, 7.6 eV/Å.